54
Properties=species:S:1:pos:R:3:forces:R:3:lowdin_charge:R:1 method="wB97M-V/def2-TZVPD" e_homo_ev="-1.7652 / -1.7666" gap_ev="6.350 / 6.351" charge=-2
W -0.7529 0.3368 -0.0638 1.1 -0.3 0.1 1.807
O 0.4013 3.3433 3.6003 0.3 0.0 -0.2 0.093
C -0.7028 2.5847 3.4038 -0.2 0.3 0.2 -0.490
O -0.9965 1.6903 4.1403 -0.1 -0.2 0.0 0.130
C -1.5465 3.1642 2.2699 -0.1 -0.2 -0.3 -0.102
O -1.1046 2.8663 0.9584 -0.2 0.2 -0.2 -0.202
C 0.1326 3.4468 0.5944 0.3 -0.2 0.2 -0.114
C 1.2794 2.5425 1.0749 -0.1 0.1 -0.5 -0.651
O 2.3970 3.0035 1.2305 0.1 0.0 0.1 0.042
O 0.9241 1.3119 1.2360 -0.7 0.1 0.1 -0.158
H 0.9849 2.8466 4.1914 0.0 0.0 0.0 0.132
H -1.5454 4.2542 2.3975 0.0 0.0 0.0 0.135
H -2.5538 2.7742 2.3512 0.0 -0.1 0.0 0.125
H 0.2421 4.4560 0.9965 0.0 0.0 0.0 0.128
H 0.1440 3.4829 -0.4969 0.1 0.0 0.0 0.128
O 2.1205 -0.7951 3.0768 -0.1 0.1 -0.1 0.080
C 2.0856 -2.1237 2.9189 -0.1 -0.1 -0.1 -0.255
C 2.8270 -2.8797 3.8300 0.1 -0.1 0.1 -0.027
C 2.8929 -4.2566 3.7288 0.0 0.1 0.0 -0.113
C 2.2228 -4.9218 2.7064 0.1 -0.1 0.0 -0.121
C 1.4847 -4.1857 1.7999 -0.1 0.2 0.0 -0.039
C 1.3918 -2.7967 1.8923 0.2 -0.2 0.3 -0.068
C 0.6012 -2.0360 0.9196 -0.3 0.3 -0.3 -0.415
O 0.1411 -0.9007 1.3034 -0.1 -0.6 0.0 -0.187
N 0.4187 -2.4658 -0.2929 0.1 0.0 0.2 0.106
N -0.2513 -1.4882 -1.0168 -0.1 0.0 -0.3 -0.135
C -0.4765 -1.8375 -2.2491 0.0 0.0 0.2 -0.078
C -1.0901 -1.0396 -3.2586 -0.1 0.2 -0.1 -0.148
C -1.2403 -1.5571 -4.5578 0.0 0.0 0.1 -0.059
C -1.8211 -0.8196 -5.5628 0.0 -0.1 0.0 -0.126
C -2.2737 0.4755 -5.2889 0.0 0.1 0.1 -0.108
C -2.1435 1.0134 -4.0289 0.0 0.0 -0.1 -0.002
C -1.5512 0.2688 -2.9968 0.1 -0.2 -0.1 -0.311
O -1.4309 0.7898 -1.8114 0.0 0.2 0.2 -0.228
H 1.5670 -0.3256 2.4094 0.0 -0.1 0.1 0.088
H 3.3518 -2.3468 4.6127 0.0 0.0 0.0 0.109
H 3.4741 -4.8163 4.4526 0.0 0.0 0.0 0.089
H 2.2763 -5.9999 2.6225 0.0 0.0 0.0 0.085
H 0.9520 -4.6680 0.9908 0.0 0.0 0.0 0.106
H -0.1434 -2.8326 -2.5209 0.0 0.0 0.0 0.120
H -0.8794 -2.5608 -4.7548 0.0 0.0 0.0 0.102
H -1.9220 -1.2331 -6.5586 0.0 0.0 0.0 0.084
H -2.7287 1.0639 -6.0770 0.0 0.0 0.0 0.091
H -2.4889 2.0114 -3.7935 0.0 0.0 0.0 0.118
N 0.9752 0.8795 -1.2603 0.0 0.1 0.1 0.066
C 1.7983 1.2224 -2.0053 -0.2 -0.1 0.1 -0.276
N 2.7721 1.4687 -2.8064 0.3 0.1 -0.2 0.053
C 2.8062 2.5541 -3.5518 0.0 -0.1 0.0 -0.449
N 2.9351 3.4672 -4.2583 0.0 0.0 0.0 0.039
O -2.0377 0.3896 1.6111 0.3 0.3 -0.1 -0.444
S -3.2916 0.3305 0.7010 -0.3 0.4 0.1 0.302
O -4.4635 -0.0875 1.4209 0.1 -0.2 0.1 -0.312
O -3.4026 1.6277 0.0447 -0.4 -0.1 0.2 -0.346
O -2.7607 -0.6923 -0.2752 0.1 0.1 0.0 -0.395

19
Properties=species:S:1:pos:R:3:forces:R:3:lowdin_charge:R:1 method="wB97M-V/def2-TZVPD" e_homo_ev=-2.1666 gap_ev=5.928 smiles=CN[C@@H](C)CC[O-] charge=-1
C 1.0633 -1.2883 -1.8180 -0.3 -0.6 0.4 -0.168
N 0.9684 -1.0391 -0.3839 -0.7 -0.4 -0.4 -0.111
C -0.0664 -0.0354 -0.0569 0.8 1.0 -0.4 -0.442
C -0.0512 0.3208 1.4298 -1.0 -0.7 0.8 -0.207
C -0.0831 1.8497 1.6632 2.1 1.3 -0.6 -0.616
O -1.1279 2.5722 1.3379 -1.3 -0.5 0.0 -0.333
C -1.4175 -0.4449 -0.6102 -1.2 -1.1 1.1 -0.086
H 0.1771 -1.8487 -2.1448 -0.1 0.4 0.1 0.057
H 1.1156 -0.3667 -2.4292 0.4 -0.3 0.0 0.078
H 1.8542 -2.0289 -1.9967 0.3 0.6 -0.2 0.067
H 1.8656 -0.8121 0.0201 -0.1 0.3 0.0 0.088
H 0.1817 0.9333 -0.5432 0.1 -0.3 -0.1 0.118
H 0.7930 -0.1591 1.9561 0.2 0.4 -0.4 0.090
H -0.9198 -0.0988 1.9756 0.0 0.0 -0.4 0.098
H 0.7938 2.1795 0.9184 0.0 -0.3 1.2 0.083
H 0.2884 2.0584 2.7380 0.0 -0.4 -0.6 0.076
H -1.4820 -1.5478 -0.6351 0.1 0.2 -0.1 0.069
H -2.1664 -0.1741 0.1491 0.1 0.2 -0.4 0.070
H -1.7869 -0.0701 -1.5702 0.6 0.2 0.1 0.069

Asked for strongest force on any atom across the records above, the calculation gives 1.17; 2.59 eV/Å in order.
Asked for electronic energy across the records above, the calculation gives -2413.2879; -327.6571 a.u. in order.